222
Properties=species:S:1:pos:R:3:forces:R:3 method="wB97M-V/def2-TZVPD" smiles=CC1(C)CCCC(C)(C)N1O.CC1(C)CCCC(C)(C)N1O.CC1(C)CCCC(C)(C)N1O.CC1(C)CCCC(C)(C)N1O.CC1(C)CCCC(C)(C)N1O.CC1(C)CCCC(C)(C)N1O.CC1(C)CCCC(C)(C)N1O.O.O.O.O gap_ev=8.689 total_energy_ha=-3695.55537 spin_multiplicity=1 homo_ev=-8.38 e_above_lowest_kcal_mol=4.4 charge=0
C -3.500232 -4.374263 0.020470 -0.6926 0.4730 -0.3286
C -3.995319 -3.808778 -1.330152 -0.9143 -1.5089 0.1016
C -5.052780 -2.731050 -1.126612 -0.3320 -0.5353 0.3413
C -2.813806 -3.307255 -2.068799 0.8759 0.4251 -0.6919
C -1.769878 -4.353178 -2.505711 -0.7437 0.3596 -1.1604
C -2.603182 -5.224753 -3.452950 0.8581 -0.5283 -1.3571
C -3.820240 -5.928736 -2.812132 -0.6105 0.6669 -1.3056
C -4.724010 -6.550319 -3.920550 0.2637 -0.6351 1.6161
C -3.338393 -7.057407 -1.876679 -0.6610 -0.5099 0.9611
N -4.663792 -4.813718 -2.274687 1.2741 0.1983 0.5686
O -5.858796 -5.308691 -1.742924 0.3912 -0.8588 1.8035
H -2.662986 -5.026270 -0.155874 0.3978 0.0335 0.3171
H -3.210704 -3.524993 0.680310 -0.2582 -0.7013 -0.2815
H -4.290487 -4.977116 0.466896 -0.0199 0.1201 0.4917
H -5.971633 -3.228361 -0.762775 0.4058 0.4169 -0.1145
H -4.761107 -1.972272 -0.384384 0.0515 -0.0739 -0.4683
H -5.272527 -2.335576 -2.117008 -0.1002 0.4468 0.1472
H -3.202273 -2.790306 -2.953198 0.2975 -0.0514 -0.1527
H -2.361959 -2.568117 -1.460485 0.3949 0.8220 0.5260
H -0.904298 -3.818570 -3.012337 -1.0206 -0.8463 0.4507
H -1.377936 -5.008076 -1.740164 0.2091 0.2747 0.5616
H -2.054190 -6.040175 -3.922666 0.5460 -0.1885 0.2381
H -2.814412 -4.607777 -4.349728 -0.7512 -0.1650 0.6016
H -5.130092 -5.761977 -4.509393 -0.3060 0.5504 -0.5974
H -5.550338 -7.039808 -3.356572 0.4679 0.1393 -0.7889
H -4.189442 -7.273465 -4.541212 -0.0171 0.0220 0.1213
H -2.987229 -6.613678 -0.937618 0.5692 -0.4932 -0.3973
H -2.595701 -7.730753 -2.364748 -0.2592 0.8416 0.3586
H -4.126844 -7.773183 -1.515476 0.1986 0.8010 -0.6518
H -5.587278 -5.744736 -0.882577 -0.7129 0.3841 -1.0906
C 2.226902 3.855163 -7.977604 0.1714 1.0584 0.2669
C 3.078169 2.928056 -7.139220 -0.4942 -2.1741 -0.6792
C 3.459772 3.508632 -5.804241 0.5969 -0.2903 -0.2128
C 2.219466 1.654315 -6.937328 0.2674 1.0245 1.7165
C 2.987342 0.426663 -6.466091 -1.5402 -0.1910 0.8910
C 3.930962 0.113168 -7.577997 -1.6405 -1.3461 -0.5026
C 4.903869 1.230124 -7.743584 2.2556 -1.2322 -0.4317
C 5.893459 1.260549 -6.527293 0.5014 0.0723 -0.1123
C 5.707696 0.874787 -9.031517 0.8148 0.6756 0.2349
N 4.179148 2.439582 -8.004694 0.9846 2.5288 -0.4575
O 5.206141 3.530000 -8.149797 -1.2749 -1.3036 1.0476
H 1.872696 3.308188 -8.860897 0.3348 0.5582 0.0059
H 1.351918 4.230864 -7.423500 0.1952 -0.3651 0.0146
H 2.832200 4.757056 -8.176074 -0.3282 -0.3905 -0.5808
H 4.293280 4.183009 -5.935628 0.2957 0.3474 0.2594
H 2.646639 4.087466 -5.419785 -0.5299 0.2730 0.4507
H 3.729964 2.715021 -5.107333 0.0033 0.1774 0.1520
H 1.391996 2.010845 -6.329107 -0.1324 -0.3808 0.6085
H 1.769182 1.423228 -7.856153 -0.5285 -0.4815 -1.4920
H 3.542145 0.539168 -5.511585 -0.4612 0.2029 -0.4514
H 2.265011 -0.409839 -6.274520 0.5850 0.5783 -0.2653
H 3.310283 -0.102838 -8.521525 1.0779 0.4711 1.0931
H 4.410966 -0.811065 -7.295689 0.6880 -0.3094 -0.3332
H 6.552118 2.139335 -6.652162 -0.1949 -0.3834 0.2558
H 6.605558 0.386944 -6.460211 -1.0040 0.6705 -0.3591
H 5.361163 1.336138 -5.571500 0.2835 0.0365 -0.1881
H 5.130499 1.248919 -9.868285 0.0364 -0.1259 -0.2980
H 5.878563 -0.183605 -9.108312 -0.4690 -0.7227 -0.0003
H 6.751868 1.236445 -9.114245 -0.6770 0.5762 0.3318
H 5.503188 3.572813 -7.214405 0.1669 0.4280 -0.8961
C 4.805442 3.586314 2.287311 -1.3374 0.8091 0.4629
C 5.270847 2.161869 2.357420 -0.3894 -2.0759 -0.1644
C 6.659500 2.051873 3.011058 0.8430 0.4743 0.4505
C 4.209662 1.259118 3.157956 0.5644 0.1641 0.4451
C 4.310088 -0.279005 3.006040 0.3448 0.5335 0.1382
C 4.200208 -0.587247 1.539644 0.5232 0.4115 -0.6560
C 5.243620 0.215247 0.674339 0.5365 -1.5952 -1.0342
C 6.671460 -0.422095 0.939418 0.4754 2.0288 0.6007
C 4.903377 -0.050730 -0.836376 0.9340 -0.2419 0.4382
N 5.216978 1.676565 0.906064 0.6534 -0.5547 0.6031
O 6.334236 2.229530 0.169725 -0.9865 0.6455 0.1039
H 3.712304 3.686090 1.975045 1.3529 -0.2235 0.5798
H 4.975424 4.051839 3.262905 -0.4388 0.0084 0.0046
H 5.376820 4.187875 1.597885 0.3479 -0.0383 -0.4280
H 7.503435 2.253402 2.313472 -0.6618 -0.4943 0.2384
H 6.810228 2.850882 3.748217 -0.4303 0.0002 -0.0390
H 6.832511 1.133975 3.607288 -0.1411 0.2552 -0.6827
H 4.255315 1.455101 4.246141 0.1980 0.4526 -0.5078
H 3.215394 1.568070 2.840427 -0.0916 0.0236 -0.0754
H 5.260084 -0.677244 3.377542 0.0775 0.2539 0.1277
H 3.535562 -0.788526 3.618974 0.2609 0.4395 -0.4742
H 3.197025 -0.359108 1.208815 -0.4078 0.2381 -0.3436
H 4.361394 -1.644891 1.327659 0.0507 -0.0287 -0.0561
H 7.430246 -0.292276 0.144311 -0.5267 0.2720 0.0002
H 6.677125 -1.469253 1.079690 -0.5355 -1.1973 0.2446
H 7.111523 0.041354 1.852689 -0.2534 -0.5855 -0.6359
H 4.878259 -1.140249 -0.988173 0.0107 0.2379 0.0289
H 5.640654 0.360473 -1.572874 -0.5411 -0.1619 0.8435
H 3.926035 0.329588 -1.051700 -0.6588 0.3298 -0.2065
H 7.039371 1.577305 0.150508 0.1418 -0.2756 0.2615
C 0.178536 3.195131 8.439316 -0.4903 -0.3961 -1.7870
C -0.776649 2.284149 7.525713 0.0433 1.6568 1.6217
C -1.821841 1.691892 8.499788 1.1688 -0.9731 -1.1299
C -1.599039 3.114443 6.551916 1.2229 -0.2322 -1.5332
C -2.239025 2.170442 5.549297 -0.9251 -0.3863 1.1619
C -1.169692 1.429362 4.791053 -0.2199 0.5434 -0.7984
C -0.260081 0.513135 5.623607 -0.6947 2.2474 -0.2509
C -1.019208 -0.718308 5.937954 -0.4044 -1.7185 -0.4656
C 0.987183 0.253864 4.755596 -0.9407 2.4672 -0.1719
N 0.100364 1.362798 6.826154 1.3119 -1.8990 -0.2612
O 0.696043 0.458650 7.813453 -0.1198 0.8989 -0.8187
H 0.725475 2.590652 9.125517 0.5354 -0.6520 0.2831
H 0.874745 3.838891 7.878056 -0.2420 -0.5024 -0.1333
H -0.399738 3.846084 9.040843 -0.9463 0.7550 0.5612
H -1.253693 1.196063 9.263467 -0.2027 -0.2161 0.8283
H -2.446428 2.485398 8.851370 -0.3125 0.2757 0.5168
H -2.413506 0.955137 7.961031 -0.2794 -0.0592 0.3319
H -2.362235 3.677234 7.052583 -0.1121 0.4918 0.4149
H -0.934933 3.767061 5.968530 -0.1157 0.2890 0.3012
H -2.841151 1.484341 6.190114 -0.0423 0.2170 -0.9799
H -2.914156 2.710044 4.868764 0.1718 -0.2433 0.1604
H -0.548449 2.241621 4.362210 -0.1725 -0.5842 -0.2624
H -1.671771 0.842816 3.998128 0.5936 0.2399 0.0520
H -0.349534 -1.408749 6.461157 -0.1808 -0.4404 -0.3975
H -1.413959 -1.161140 4.957398 0.6254 0.3075 1.5019
H -1.854543 -0.560945 6.612875 -0.3119 0.1501 -0.1070
H 1.225326 1.287128 4.434378 0.5054 -0.5204 0.1328
H 0.806687 -0.248055 3.814750 -0.3507 -0.6471 0.0001
H 1.814947 -0.117343 5.284299 0.9901 -0.8185 0.7525
H 0.003100 -0.190769 7.957852 -0.1159 -0.2819 0.3480
C -7.067692 1.189204 -0.416263 1.0526 -0.8319 -0.3855
C -5.967959 2.158817 -0.952870 -1.3689 -1.9955 -1.6797
C -5.150900 1.412090 -2.048937 0.7265 -1.5930 2.0189
C -6.547829 3.287538 -1.749816 -0.0920 2.0838 -0.4335
C -7.167774 4.396677 -0.901049 -0.1593 -1.3874 -0.0784
C -6.182593 4.844129 0.167463 0.1482 0.2371 -0.0202
C -5.527553 3.708785 0.997953 -1.4832 -1.2470 -1.0171
C -4.347965 4.220875 1.730409 2.2869 -0.2565 -0.2363
C -6.532918 3.157309 2.039281 0.2920 0.4264 -0.1821
N -5.095214 2.624035 0.051119 1.3427 1.7307 0.4204
O -4.546903 1.500543 0.730636 -0.3544 0.4269 0.3386
H -7.999845 1.667042 -0.262999 -1.0880 0.6262 -0.0474
H -7.205317 0.348621 -1.147258 0.0300 0.6114 0.8946
H -6.776502 0.828010 0.579344 0.0136 -0.3961 -0.5899
H -4.689892 0.512707 -1.578660 -0.1105 0.4807 -0.1992
H -5.748560 0.987524 -2.838346 -0.4169 0.3905 -0.4303
H -4.338298 2.029111 -2.389498 0.2000 0.3480 -0.4148
H -5.665518 3.742800 -2.220305 -0.3669 -0.1049 -0.6459
H -7.314774 2.929659 -2.472095 0.8639 0.0412 0.2267
H -7.547526 5.257787 -1.460851 0.2132 -0.2366 -0.1247
H -8.048633 3.856473 -0.521122 -0.0430 0.7474 0.7285
H -6.777228 5.474059 0.813588 0.1676 0.2767 0.7347
H -5.390871 5.513627 -0.243204 -0.4438 -0.5905 -0.0653
H -4.606337 5.030845 2.394380 -0.1284 -0.1417 0.6902
H -3.576159 4.647655 1.093831 -0.1585 0.2801 -0.7350
H -3.739799 3.395304 2.160850 -0.8806 0.4674 0.6204
H -6.438935 2.077874 2.125244 0.1923 0.0898 0.3293
H -7.558141 3.368790 1.730167 -0.0058 0.1006 0.2886
H -6.247886 3.658376 2.975507 -0.7494 -0.3942 0.0031
H -3.613078 1.676460 0.623347 0.5239 -0.2472 -0.0150
C -0.366752 -5.640085 5.268849 -0.6949 0.5348 -1.4079
C -0.121464 -5.019199 3.853463 0.8444 -0.0817 1.4511
C -1.362671 -4.369311 3.297520 -0.7347 -0.0178 -0.6104
C 0.918799 -3.866680 4.098722 -0.1522 -0.1386 -1.6304
C 1.416523 -3.299443 2.754390 -0.9889 -2.2505 -0.4867
C 2.034501 -4.501700 1.894513 0.4070 1.1749 1.8016
C 1.197884 -5.764016 1.766758 -1.0836 -1.2573 -1.8716
C 0.251582 -5.599897 0.486751 1.2421 0.0987 -0.0084
C 2.217589 -6.932641 1.389850 -0.0237 1.4062 -0.1702
N 0.454125 -6.133913 3.016350 1.3943 1.2281 -0.0298
O -0.479159 -7.189879 2.754652 0.1148 0.6544 0.2301
H -1.208707 -6.311562 5.134455 -0.0612 -0.3708 0.5231
H 0.507043 -6.118215 5.672808 0.4082 -0.4753 -0.1660
H -0.627300 -4.867070 5.975620 -0.3662 0.3525 0.1443
H -2.132917 -5.090379 2.999690 0.1905 0.0236 0.0524
H -1.819348 -3.662026 3.990377 0.0675 -0.1225 0.3075
H -1.101495 -3.770331 2.423120 -0.2100 -0.2047 -0.0892
H 0.471308 -3.026292 4.638630 -0.3453 -0.3908 0.1659
H 1.734526 -4.219554 4.693337 0.6647 -0.4075 0.3696
H 0.520605 -2.853733 2.299267 0.4505 -0.0720 -0.4142
H 2.096837 -2.501701 2.909324 0.9819 0.6262 0.0166
H 2.919072 -4.866983 2.481258 -0.2528 0.7969 -0.6202
H 2.324834 -4.159254 0.877068 0.0045 -0.3204 0.7555
H -0.558870 -4.880429 0.594492 0.1954 0.1908 0.1720
H -0.194081 -6.540628 0.235667 -0.4191 -0.6762 0.0438
H 0.866556 -5.337780 -0.424411 -0.4862 -0.0138 1.0548
H 1.729694 -7.822669 1.048419 -0.5331 -0.6198 0.2785
H 2.940072 -7.137371 2.189401 -0.4205 -0.0144 0.0433
H 2.821906 -6.638719 0.510235 -0.2617 0.2685 0.3684
H -0.313688 -7.818626 3.475655 0.0815 0.2414 -0.3408
C -1.215085 2.255356 -0.295440 0.0734 -0.5942 -0.7090
C 0.048525 1.371137 0.031292 -0.1986 1.3674 0.0582
C 0.857714 2.125743 1.058159 -1.2409 0.1428 1.3473
C -0.343118 -0.024711 0.561706 0.8656 0.7309 2.0707
C -0.877959 -0.921867 -0.480063 -0.0454 0.9534 -1.6519
C 0.117682 -0.995816 -1.632253 0.0380 -1.7634 0.0926
C 0.497629 0.330960 -2.186681 0.1342 1.5685 -1.1386
C 1.627640 0.204029 -3.190966 1.0448 -0.4892 -0.0916
C -0.648063 0.950492 -3.067641 0.5675 -0.8992 -0.4093
N 0.992839 1.221883 -1.081387 -0.4715 -1.4354 -0.9397
O 1.373856 2.488182 -1.609132 0.1232 -0.3569 0.1355
H -1.935308 1.604606 -0.836265 -0.1068 0.5754 0.6483
H -1.645449 2.801128 0.580695 0.2606 -0.7953 -0.4698
H -0.970886 3.036301 -1.026748 0.1602 -0.1034 0.3050
H 0.175484 2.192406 1.944196 0.8877 0.1250 -0.2378
H 1.762736 1.573235 1.301389 0.0867 0.0841 0.0832
H 1.075434 3.138550 0.709094 0.0872 -0.1661 0.0951
H 0.556805 -0.478407 1.015739 0.0822 0.0981 -0.3350
H -0.972891 0.120781 1.481463 -0.0263 -0.0532 -0.9846
H -1.174674 -1.888190 -0.196989 0.0191 -1.3324 0.9844
H -1.776052 -0.501725 -0.889524 -0.8173 0.4021 -0.1951
H -0.261883 -1.643417 -2.466437 0.1307 0.5975 0.6124
H 1.009025 -1.522633 -1.259139 0.0756 0.1800 -0.0711
H 2.086684 1.166607 -3.401867 -0.3109 0.2133 -0.1895
H 1.242193 -0.211989 -4.120774 0.2474 -0.0813 0.0358
H 2.466140 -0.419116 -2.862460 -0.1874 -0.1819 0.2608
H -0.500486 2.018257 -2.987289 -0.4036 0.3118 -0.4744
H -1.663525 0.636570 -2.828691 -0.0104 0.2329 0.3985
H -0.473361 0.572573 -4.115368 -0.3600 0.7904 0.9764
H 2.332382 2.590010 -1.360664 -0.7525 0.1692 0.1038
O 1.149323 5.094887 -2.955995 0.0974 -0.3325 0.2604
H 0.196740 5.256885 -2.988520 0.0426 -0.2753 -0.0207
H 1.259295 4.215996 -2.523116 -0.3815 0.6705 -0.2650
O 3.684512 3.459507 -0.734418 0.1126 -0.5021 0.6188
H 4.375631 3.361368 -1.390182 0.3402 0.0986 -0.2134
H 4.032622 2.910535 0.021034 -0.1958 0.2081 -0.6730
O -1.901609 5.590019 -1.628083 -0.7197 -0.3759 -0.9474
H -1.230625 5.877254 -1.041285 1.6995 0.4778 0.9667
H -2.666188 5.676589 -1.068404 -0.8204 -0.1345 0.0319
O 0.720806 6.114116 -0.259328 1.0203 0.9554 -1.3737
H 1.337224 6.644241 0.273998 -0.4446 -0.3090 0.0138
H 1.072623 6.292371 -1.188308 -0.6090 -0.8141 1.3368